[1]
C23H17AsBN2O4ReS4 as an isolated structure in a non-equilibrium geometry, computed with ωB97M-V/def2-TZVPD.

The HOMO energy (alpha / beta) comes out at -0.1474 / -0.1474 hartree. For the total energy, the calculation gives -5228.96505 a.u. Its spin multiplicity is 2. The charge is -1. Its expectation value of S² is 0.8184. The value obtained for the largest force on an atom is 2.43 eV/Å.

Atoms and positions in Å:
Re1 0.564 0.317 0.145
C1 -0.310 1.003 -3.286
O1 0.010 0.149 -2.217
C2 0.738 -0.996 -2.505
C3 1.384 -1.231 -3.701
C4 2.022 -2.448 -3.912
C5 1.998 -3.426 -2.932
C6 1.372 -3.197 -1.724
C7 0.745 -1.972 -1.474
N1 0.110 -1.660 -0.297
N2 -0.184 -2.610 0.539
C8 -1.007 -2.405 1.561
C9 -1.707 -1.159 1.767
O2 -1.584 -0.174 0.942
C10 -2.563 -1.039 2.891
C11 -2.741 -2.067 3.762
C12 -2.077 -3.309 3.585
C13 -2.259 -4.369 4.487
C14 -1.642 -5.578 4.289
C15 -0.829 -5.771 3.170
C16 -0.625 -4.745 2.279
C17 -1.223 -3.493 2.471
H1 -0.844 0.445 -4.065
H2 -0.964 1.770 -2.874
H3 0.578 1.486 -3.710
H4 1.416 -0.475 -4.472
H5 2.528 -2.621 -4.850
H6 2.485 -4.373 -3.109
H7 1.368 -3.929 -0.933
H8 -3.070 -0.094 3.028
H9 -3.406 -1.946 4.606
H10 -2.896 -4.214 5.350
H11 -1.792 -6.390 4.987
H12 -0.360 -6.731 3.009
H13 -0.008 -4.889 1.407
S1 5.248 0.504 0.879
As1 3.393 1.302 1.420
S2 1.894 -0.327 1.984
S3 2.170 1.837 -0.459
S4 3.613 2.832 2.830
O3 -0.295 1.775 2.793
B1 -0.392 1.702 1.411
O4 -1.227 2.709 0.934
C18 -1.650 3.390 2.031
C19 -2.484 4.484 2.117
C20 -2.719 5.002 3.383
C21 -2.136 4.447 4.513
C22 -1.300 3.341 4.432
C23 -1.071 2.819 3.175
H14 -2.928 4.918 1.235
H15 -3.368 5.860 3.483
H16 -2.330 4.888 5.479
H17 -0.844 2.916 5.311

=====

[2]
C23H17BN10O3S2W as an isolated structure, computed with ωB97M-V/def2-TZVPD.

The HOMO energy (alpha / beta) comes out at -0.4245 / -0.4404 hartree. For the total energy, the calculation gives -2548.17014 a.u. Its spin multiplicity is 4. The charge is +1. Its expectation value of S² is 3.7879. The value obtained for the largest force on an atom is 0.31 eV/Å.

Atoms and positions in Å:
W1 0.739 0.671 0.429
C1 -1.144 -1.569 -2.707
C2 -0.302 -0.549 -2.300
N1 -0.021 -0.688 -0.997
N2 -0.671 -1.793 -0.554
C3 -1.351 -2.335 -1.568
B1 -0.453 -2.345 0.908
N3 1.082 -2.323 1.136
C4 1.901 -3.304 1.540
C5 3.199 -2.838 1.516
C6 3.091 -1.519 1.099
N4 1.810 -1.203 0.881
N5 -1.087 -1.353 1.913
C7 -1.981 -1.471 2.905
C8 -2.120 -0.243 3.530
C9 -1.263 0.605 2.852
N6 -0.630 -0.068 1.882
N7 -0.989 -3.745 0.962
C10 -0.530 -4.818 0.256
C11 -1.411 -5.848 0.433
C12 -2.401 -5.313 1.283
N8 -2.159 -4.053 1.580
H1 -1.539 -1.744 -3.692
H2 0.099 0.280 -2.862
H3 -1.923 -3.236 -1.420
H4 1.505 -4.266 1.816
H5 4.094 -3.375 1.774
H6 3.867 -0.789 0.952
H7 -2.461 -2.419 3.075
H8 -2.762 -0.007 4.359
H9 -1.061 1.655 2.987
H10 0.374 -4.763 -0.330
H11 -1.350 -6.841 0.023
H12 -3.282 -5.795 1.678
S1 2.191 1.718 -1.341
C13 3.110 2.266 -0.030
S2 2.815 1.602 1.486
C14 4.125 3.286 -0.204
C15 4.290 3.904 -1.457
N9 4.429 4.406 -2.487
C16 4.935 3.671 0.881
N10 5.599 3.951 1.782
O1 -1.701 1.463 -0.524
C17 -1.657 2.610 -1.296
C18 -2.482 2.723 -2.403
C19 -2.431 3.862 -3.190
C20 -1.550 4.890 -2.883
C21 -0.727 4.768 -1.780
C22 -0.766 3.636 -0.966
C23 0.167 3.598 0.193
O2 0.912 4.488 0.495
O3 0.112 2.446 0.902
H13 -2.446 0.919 -0.810
H14 -3.170 1.919 -2.644
H15 -3.084 3.944 -4.049
H16 -1.507 5.777 -3.498
H17 -0.033 5.554 -1.513

=====

[3]
One molecule with the formula C23H17ClF3N3O2 in a non-equilibrium geometry, computed with ωB97M-V/def2-TZVPD.

The HOMO energy comes out at -0.2995 hartree. For the total energy, the calculation gives -1961.24763 a.u. The value obtained for the largest force on an atom is 1.37 eV/Å.

Atoms and positions in Å:
O1 -0.585 -2.684 -1.519
C1 -0.579 -2.030 -0.487
N1 0.379 -2.232 0.453
C2 0.545 -1.577 1.725
H1 -0.341 -1.005 1.986
C3 1.761 -0.642 1.666
N2 2.808 -1.259 0.867
C4 3.781 -0.466 0.377
N3 3.770 0.781 0.873
C5 4.681 1.663 0.534
C6 5.713 1.373 -0.344
C7 5.722 0.109 -0.936
C8 4.752 -0.809 -0.602
Cl1 4.759 -2.292 -1.507
H2 6.470 -0.140 -1.674
C9 6.790 2.360 -0.662
F1 7.160 2.327 -1.954
F2 7.916 2.132 0.048
F3 6.434 3.625 -0.397
H3 4.581 2.639 0.988
C10 2.741 -2.699 0.840
H4 2.736 -3.060 1.876
H5 3.612 -3.123 0.349
C11 1.464 -3.138 0.116
H6 1.594 -3.105 -0.969
H7 1.204 -4.166 0.394
H8 2.124 -0.420 2.676
H9 1.492 0.304 1.193
H10 0.687 -2.348 2.491
C12 -1.649 -1.043 -0.262
C13 -2.827 -0.998 -0.959
C14 -3.548 0.116 -0.463
C15 -2.724 0.686 0.513
C16 -3.086 1.826 1.243
C17 -4.304 2.380 0.972
C18 -5.184 1.840 -0.004
C19 -6.438 2.429 -0.258
C20 -7.284 1.903 -1.199
C21 -6.913 0.768 -1.928
C22 -5.699 0.170 -1.706
C23 -4.816 0.688 -0.747
H11 -5.408 -0.706 -2.266
H12 -7.590 0.365 -2.667
H13 -8.243 2.364 -1.384
H14 -6.724 3.306 0.305
H15 -4.626 3.259 1.511
H16 -2.419 2.236 1.984
O2 -1.577 -0.016 0.636
H17 -3.113 -1.691 -1.723